Entry 1:
Entry from the OMol25 dataset: an isolated molecule of C5H8FN at a distorted geometry (ωB97M-V/def2-TZVPD).

E, Eh: -349.87029
SMILES: C=C(F)/C=C\CN
Charge: 0
Relative energy (zero: lowest compared OMol25 entry of this formula, charge and spin), kcal per mole: 30.8
Kohn-Sham gap, eV: 9.723
HOMO, eV: -8.955

Each atom is followed by the atoms it is bonded to, with distances in Å.
Cartesian coordinates (Å):
1 C -0.49928 -0.96666 -0.35913  C2 1.500, H8 1.049, H9 1.085, N14 1.512
2 C -0.49001 0.44814 -0.85691  C1 1.500, C3 1.331, H10 1.101
3 C -0.10146 1.51679 -0.16430  C2 1.331, C4 1.505, H11 1.081
4 C 0.85900 1.47216 0.99356  C3 1.505, C5 1.325, F15 1.338
5 C 1.49650 0.46219 1.56634  C4 1.325, H12 1.074, H13 1.078
6 H -1.47846 -2.75825 -0.89073  N14 1.015
7 H -1.18175 -1.79332 -2.15347  N14 1.036
8 H 0.42475 -1.45902 -0.42617  C1 1.049
9 H -0.70873 -1.04124 0.70278  C1 1.085
10 H -0.99580 0.57668 -1.82639  C2 1.101
11 H -0.52416 2.49750 -0.33310  C3 1.081
12 H 2.23356 0.63323 2.32791  C5 1.074
13 H 1.36580 -0.51442 1.12864  C5 1.078
14 N -1.48697 -1.78112 -1.16364  C1 1.512, H6 1.015, H7 1.036
15 F 1.08701 2.70735 1.45461  C4 1.338



Entry 2:
Entry from the OMol25 dataset: the ion C5H13N2 with charge +1 at a distorted geometry (ωB97M-V/def2-TZVPD).

E, Eh: -307.52542
SMILES: NC[C@@H]1CCC[NH2+]1
Charge: +1
Relative energy (zero: lowest compared OMol25 entry of this formula, charge and spin), kcal per mole: 60.4
Kohn-Sham gap, eV: 11.442
HOMO, eV: -14.421

Each atom is followed by the atoms it is bonded to, with distances in Å.
Cartesian coordinates (Å):
1 C -0.45767 1.42480 0.69407  N2 1.590, C3 1.560, H8 1.155, H9 1.060
2 N 0.64284 2.43091 0.14169  C1 1.590, H10 1.087, H11 1.074
3 C -0.56681 0.36328 -0.44397  C1 1.560, N4 1.549, C7 1.534, H12 1.120
4 N 0.83753 -0.07211 -0.93041  C3 1.549, C5 1.684, H13 1.039, H14 1.028
5 C 1.17650 -1.30474 0.16522  N4 1.684, C6 1.562, H15 1.225, H16 1.097
6 C -0.20517 -2.03247 0.13337  C5 1.562, C7 1.591, H17 1.097, H18 1.078
7 C -1.32336 -0.94272 -0.17177  C3 1.534, C6 1.591, H19 1.049, H20 1.122
8 H -1.43213 2.04493 0.69512  C1 1.155
9 H -0.38832 1.04456 1.68104  C1 1.060
10 H 0.13593 3.32364 -0.21446  N2 1.087
11 H 1.11842 2.78024 1.03931  N2 1.074
12 H -1.09572 0.86622 -1.29313  C3 1.120
13 H 1.51768 0.68749 -0.72880  N4 1.039
14 H 0.93425 -0.49775 -1.86167  N4 1.028
15 H 1.50513 -0.71807 1.18901  C5 1.225
16 H 1.96585 -1.99168 -0.16305  C5 1.097
17 H -0.37430 -2.75202 -0.67655  C6 1.097
18 H -0.33647 -2.70844 0.96272  C6 1.078
19 H -1.84552 -1.25896 -1.02501  C7 1.049
20 H -1.80865 -0.68711 0.80727  C7 1.122



Entry 3:
Entry from the OMol25 dataset: an isolated molecule of C2H3F2NO at a distorted geometry (ωB97M-V/def2-TZVPD).

E, Eh: -407.61862
SMILES: O/N=C/C(F)F
Charge: 0
Relative energy (zero: lowest compared OMol25 entry of this formula, charge and spin), kcal per mole: 86.4
Kohn-Sham gap, eV: 10.844
HOMO, eV: -10.561

Each atom is followed by the atoms it is bonded to, with distances in Å.
Cartesian coordinates (Å):
1 C 0.15184 0.20667 -0.55591  C2 1.517, H4 1.149, N6 1.372
2 C 0.13439 0.33264 0.95529  C1 1.517, H5 1.060, F8 1.300, F9 1.448
3 H -1.72426 -0.77685 -2.54286  O7 0.893
4 H 1.11031 0.55212 -1.08813  C1 1.149
5 H -0.91521 0.33934 1.10183  C2 1.060
6 N -0.96987 -0.48434 -0.94049  C1 1.372, O7 1.426
7 O -0.85560 -0.73587 -2.33897  H3 0.893, N6 1.426
8 F 0.82731 1.42394 1.09080  C2 1.300
9 F 0.66665 -0.76540 1.73453  C2 1.448



Entry 4:
Entry from the OMol25 dataset: a cluster of 10 separate species, C40H72O24S6 in total at a distorted geometry (ωB97M-V/def2-TZVPD).

E, Eh: -5762.18614
SMILES: C[C@H]1COC(=O)O1.C[C@H]1COC(=O)O1.C[C@H]1COC(=O)O1.C[C@H]1COC(=O)O1.O=S1(=O)CCCC1.O=S1(=O)CCCC1.O=S1(=O)CCCC1.O=S1(=O)CCCC1.O=S1(=O)CCCC1.O=S1(=O)CCCC1
Charge: 0
Relative energy (zero: lowest compared OMol25 entry of this formula, charge and spin), kcal per mole: 15.1
Kohn-Sham gap, eV: 10.243
HOMO, eV: -9.847

Each atom is followed by the atoms it is bonded to, with distances in Å.
Cartesian coordinates (Å):
1 C 2.11668 -3.47914 -3.44474  C2 1.505, H8 1.073, H9 1.087, H10 1.090
2 C 1.69159 -2.15056 -4.00956  C1 1.505, C3 1.577, O7 1.446, H11 1.107
3 C 2.60232 -1.56887 -5.15860  C2 1.577, O4 1.493, H12 1.095, H13 1.030
4 O 1.51073 -0.97027 -5.98200  C3 1.493, C5 1.370
5 C 0.29876 -1.52956 -5.67189  O4 1.370, O6 1.215, O7 1.351
6 O -0.73603 -1.26252 -6.24914  C5 1.215
7 O 0.38022 -2.33633 -4.59094  C2 1.446, C5 1.351
8 H 2.53717 -4.13510 -4.18205  C1 1.073
9 H 1.22715 -3.97583 -3.06457  C1 1.087
10 H 2.90559 -3.43132 -2.69342  C1 1.090
11 H 1.52885 -1.28468 -3.33855  C2 1.107
12 H 3.09211 -2.37057 -5.72089  C3 1.095
13 H 3.29688 -0.85959 -4.88237  C3 1.030
14 C 4.56745 -0.91629 1.98547  C15 1.594, H21 1.053, H22 1.068, H23 1.143
15 C 3.43223 -1.91724 1.48613  C14 1.594, C16 1.537, O20 1.490, H24 1.119
16 C 3.70126 -3.29908 0.86935  C15 1.537, O17 1.400, H25 1.097, H26 1.107
17 O 2.55867 -3.95912 1.33656  C16 1.400, C18 1.355
18 C 2.06275 -3.38068 2.45680  O17 1.355, O19 1.228, O20 1.290
19 O 1.17023 -3.92543 3.10158  C18 1.228
20 O 2.72828 -2.31268 2.73840  C15 1.490, C18 1.290
21 H 4.97901 -0.54899 1.08818  C14 1.053
22 H 5.40394 -1.29360 2.53138  C14 1.068
23 H 4.04121 -0.12244 2.61723  C14 1.143
24 H 2.67682 -1.41326 0.83237  C15 1.119
25 H 4.68615 -3.69619 1.14482  C16 1.097
26 H 3.58233 -3.15497 -0.22189  C16 1.107
27 C -3.14783 -3.00553 -3.45763  C28 1.502, H34 1.133, H35 1.100, H36 1.112
28 C -2.60330 -2.08441 -2.40296  C27 1.502, C29 1.542, O33 1.474, H37 1.108
29 C -3.03751 -0.64572 -2.75025  C28 1.542, O30 1.401, H38 1.079, H39 1.072
30 O -3.71036 -0.14592 -1.62756  C29 1.401, C31 1.370
31 C -3.74991 -1.12137 -0.66707  O30 1.370, O32 1.179, O33 1.363
32 O -4.23340 -0.91431 0.38844  C31 1.179
33 O -3.10008 -2.26400 -1.02719  C28 1.474, C31 1.363
34 H -2.87401 -2.56549 -4.46496  C27 1.133
35 H -4.24632 -3.02892 -3.39752  C27 1.100
36 H -2.66224 -3.99675 -3.32194  C27 1.112
37 H -1.50228 -2.10938 -2.28088  C28 1.108
38 H -3.67832 -0.69611 -3.61657  C29 1.079
39 H -2.21586 0.01265 -2.95384  C29 1.072
40 C -1.29110 -1.00527 2.54867  C41 1.487, H47 1.097, H48 1.047, H49 1.150
41 C -0.73896 -0.16770 1.45060  C40 1.487, C42 1.507, O46 1.429, H50 1.058
42 C -0.49171 -0.92279 0.17061  C41 1.507, O43 1.410, H51 1.064, H52 1.086
43 O -0.80277 0.08864 -0.76078  C42 1.410, C44 1.347
44 C -1.35085 1.18553 -0.20235  O43 1.347, O45 1.207, O46 1.335
45 O -1.58900 2.20757 -0.79830  C44 1.207
46 O -1.59842 0.91269 1.08124  C41 1.429, C44 1.335
47 H -0.52362 -1.78431 2.63730  C40 1.097
48 H -2.24924 -1.36464 2.32804  C40 1.047
49 H -1.35105 -0.33265 3.47953  C40 1.150
50 H 0.15131 0.27695 1.81067  C41 1.058
51 H -1.11624 -1.77233 0.03022  C42 1.064
52 H 0.53037 -1.22875 -0.03057  C42 1.086
53 C -3.73720 2.42850 -5.61896  C54 1.562, C59 1.508, H60 1.106, H61 1.127
54 C -3.27147 1.25087 -6.53412  C53 1.562, C55 1.486, H62 1.115, H63 1.105
55 C -1.88322 1.62259 -6.91259  C54 1.486, S56 1.836, H64 1.078, H65 1.050
56 S -1.09863 2.29395 -5.39400  C55 1.836, O57 1.452, O58 1.441, C59 1.777
57 O -0.25143 3.44778 -5.63508  S56 1.452
58 O -0.56593 1.18500 -4.64406  S56 1.441
59 C -2.64033 2.74356 -4.63321  C53 1.508, S56 1.777, H66 1.092, H67 1.098
60 H -4.62914 2.17568 -5.01576  C53 1.106
61 H -3.90720 3.31117 -6.29955  C53 1.127
62 H -3.95265 1.21814 -7.41670  C54 1.115
63 H -3.26978 0.29652 -5.97808  C54 1.105
64 H -2.01804 2.36802 -7.67946  C55 1.078
65 H -1.30712 0.82908 -7.28820  C55 1.050
66 H -2.55688 3.78945 -4.33216  C59 1.092
67 H -2.71853 2.06157 -3.77635  C59 1.098
68 C 1.88188 -0.17781 6.40934  C69 1.557, C74 1.528, H75 1.103, H76 1.075
69 C 1.26896 0.32695 7.74887  C68 1.557, C70 1.526, H77 1.127, H78 1.072
70 C 0.12000 1.26377 7.38540  C69 1.526, S71 1.761, H79 1.098, H80 1.079
71 S -0.51140 0.68532 5.84696  C70 1.761, O72 1.459, O73 1.417, C74 1.821
72 O -0.17846 1.76210 4.91977  S71 1.459
73 O -1.84754 0.21379 5.84271  S71 1.417
74 C 0.65349 -0.70209 5.66616  C68 1.528, S71 1.821, H81 1.062, H82 1.103
75 H 2.61042 -0.97892 6.62088  C68 1.103
76 H 2.39827 0.58143 5.84940  C68 1.075
77 H 2.03833 0.93006 8.30887  C69 1.127
78 H 0.85502 -0.54386 8.21700  C69 1.072
79 H 0.50586 2.28625 7.28430  C70 1.098
80 H -0.66053 1.46511 8.10252  C70 1.079
81 H 0.74737 -0.94804 4.63680  C74 1.062
82 H 0.09940 -1.48165 6.21493  C74 1.103
83 C -2.85750 -5.72999 0.71620  C84 1.560, C89 1.511, H90 1.071, H91 1.130
84 C -1.68782 -6.31909 1.56464  C83 1.560, C85 1.584, H92 1.124, H93 1.091
85 C -0.36215 -6.02144 0.75096  C84 1.584, S86 1.786, H94 1.108, H95 1.086
86 S -0.86197 -5.49075 -0.87899  C85 1.786, O87 1.449, O88 1.425, C89 1.757
87 O -0.10616 -6.24868 -1.85565  S86 1.449
88 O -0.75630 -4.07173 -0.95738  S86 1.425
89 C -2.52311 -6.04028 -0.72427  C83 1.511, S86 1.757, H96 1.076, H97 1.072
90 H -2.98661 -4.68303 0.90227  C83 1.071
91 H -3.78741 -6.33109 0.93945  C83 1.130
92 H -1.78050 -7.43719 1.63066  C84 1.124
93 H -1.64533 -5.81348 2.53081  C84 1.091
94 H 0.29086 -6.91059 0.64591  C85 1.108
95 H 0.21507 -5.21965 1.20280  C85 1.086
96 H -2.50268 -7.10485 -0.88132  C89 1.076
97 H -3.12966 -5.55799 -1.46549  C89 1.072
98 C 4.34219 3.01228 -2.60961  C99 1.554, C104 1.525, H105 1.083, H106 1.079
99 C 3.46069 2.57511 -3.81225  C98 1.554, C100 1.545, H107 1.032, H108 1.126
100 C 2.20192 1.88792 -3.23719  C99 1.545, S101 1.788, H109 1.123, H110 1.103
101 S 2.91881 0.86827 -1.95537  C100 1.788, O102 1.469, O103 1.437, C104 1.774
102 O 3.46833 -0.35806 -2.54770  S101 1.469
103 O 2.03698 0.57326 -0.85925  S101 1.437
104 C 4.27832 1.92897 -1.53864  C98 1.525, S101 1.774, H111 1.101, H112 1.077
105 H 3.93902 3.93057 -2.20197  C98 1.083
106 H 5.38033 3.17989 -2.85320  C98 1.079
107 H 3.92622 1.87342 -4.40817  C99 1.032
108 H 3.21990 3.49258 -4.41832  C99 1.126
109 H 1.56336 1.27440 -3.92817  C100 1.123
110 H 1.53386 2.57719 -2.69451  C100 1.103
111 H 5.21368 1.35010 -1.58481  C104 1.101
112 H 4.22731 2.18050 -0.49282  C104 1.077
113 C 2.22549 4.66157 2.29040  C114 1.602, C119 1.542, H120 1.068, H121 1.087
114 C 1.30221 4.18605 1.07105  C113 1.602, C115 1.561, H122 1.110, H123 1.092
115 C 1.05277 2.65941 1.27944  C114 1.561, S116 1.816, H124 1.093, H125 1.079
116 S 2.43055 2.06812 2.30480  C115 1.816, O117 1.493, O118 1.459, C119 1.811
117 O 3.75353 2.12226 1.61581  S116 1.493
118 O 2.19449 0.81768 3.01829  S116 1.459
119 C 2.36924 3.54751 3.34691  C113 1.542, S116 1.811, H126 1.094, H127 1.140
120 H 1.80590 5.56167 2.68344  C113 1.068
121 H 3.21365 4.94104 1.93416  C113 1.087
122 H 1.91994 4.30186 0.15639  C114 1.110
123 H 0.34724 4.71513 1.04279  C114 1.092
124 H 0.96288 2.00912 0.40524  C115 1.093
125 H 0.22592 2.49382 1.95339  C115 1.079
126 H 3.17792 3.54962 4.08392  C119 1.094
127 H 1.30816 3.47981 3.75837  C119 1.140
128 C -3.25616 2.66394 3.43959  C129 1.481, C134 1.489, H135 1.077, H136 1.102
129 C -3.63254 3.36468 2.19051  C128 1.481, C130 1.597, H137 1.093, H138 1.039
130 C -2.42124 4.39060 2.01460  C129 1.597, S131 1.681, H139 1.120, H140 1.043
131 S -2.07019 4.96797 3.55352  C130 1.681, O132 1.462, O133 1.427, C134 1.852
132 O -2.86245 6.17115 3.80539  S131 1.462
133 O -0.66483 4.95534 3.80261  S131 1.427
134 C -2.88187 3.61436 4.52235  C128 1.489, S131 1.852, H141 1.067, H142 1.054
135 H -2.34250 2.14192 3.21107  C128 1.077
136 H -4.05017 1.95695 3.72844  C128 1.102
137 H -4.53732 3.97617 2.24184  C129 1.093
138 H -3.61514 2.76798 1.33967  C129 1.039
139 H -2.66331 5.34000 1.47243  C130 1.120
140 H -1.62280 3.87302 1.58849  C130 1.043
141 H -3.72682 4.15423 4.88749  C134 1.067
142 H -2.20546 3.24281 5.24076  C134 1.054



Number 2 is which compound?
C5H13N2



Number 4 is which compound?
C40H72O24S6